# 1
The following is a DFT calculation (wB97M-V/def2-TZVPD) of a cluster of 2 separate species, CH4N2O2 in total in a non-equilibrium geometry.

Each line ends with the Mulliken charge.
Cartesian coordinates (Å):
O 1.645 2.403 0.171  -0.097
O -0.104 0.671 1.365  -0.357
N 0.037 1.203 0.094  -0.197
N 2.783 2.157 0.183  0.097
C 0.721 0.253 -0.779  -0.722
H -0.190 1.399 2.057  0.339
H 1.042 0.751 -1.622  0.324
H 1.467 -0.430 -0.297  0.332
H -0.132 -0.340 -1.161  0.281

Properties
Multiplicity ... 1
Energy ... -8170.7247 eV
Orbital gap (spin up / spin down) ... 8.34 / 8.23 eV
LUMO level (spin up / spin down) ... 0.002 / -0.014 Ha
Largest force on an atom ... 4.473 eV Å⁻¹

# 2
The following is a DFT calculation (wB97M-V/def2-TZVPD) of a cluster of 2 separate species, CH4N2O2 in total in a non-equilibrium geometry.

Each line ends with the Mulliken charge.
Cartesian coordinates (Å):
O 1.142 0.414 0.689  -0.079
O -2.180 -0.820 0.112  -0.253
N 1.659 -0.745 0.014  -0.435
N 0.741 1.304 -0.143  -0.219
C -1.968 0.243 -0.278  -0.019
H -2.532 1.274 -0.048  0.221
H 0.862 -1.341 -0.023  0.231
H 2.330 -1.302 0.500  0.268
H -0.054 0.973 -0.824  0.284

Properties
Multiplicity ... 1
Energy ... -8169.4796 eV
Orbital gap (spin up / spin down) ... 8.84 / 8.24 eV
LUMO level (spin up / spin down) ... -0.014 / -0.008 Ha
Largest force on an atom ... 3.462 eV Å⁻¹